The following is a quantum chemistry calculation of a structure of composition C12H28AgF2N4O4 in a non-equilibrium geometry, from OMol25.

Output
molar mass: 438.244 g mol⁻¹
HOMO level: -0.1195 Eh
lowest unoccupied orbital energy: 2.185 eV
net charge: -1
orbital gap: 5.438 eV

Structure (XYZ):
```
51
Properties=species:S:1:pos:R:3:forces:R:3:lowdin_charge:R:1
Ag 28.571837 7.350248 -7.820906 1.9882 -0.9295 -0.4281 0.698
F 30.954750 8.149419 -7.982993 -0.7686 0.6319 0.2535 -0.810
F 29.855043 5.328695 -7.722652 -1.0281 0.2556 0.0759 -0.782
C 30.276171 5.597457 -2.372573 -1.7952 -0.7309 -0.1079 -0.330
O 29.881939 4.426355 -2.206624 1.0830 1.9559 -0.3234 -0.040
N 29.849030 6.437971 -3.355969 -0.9349 -0.2259 -0.5537 -0.152
C 28.846688 5.989742 -4.363476 0.9684 0.5667 -0.8351 -0.033
C 30.058676 7.888690 -3.334007 0.2221 -0.1754 0.7871 -0.064
H 30.915382 6.132257 -1.653124 0.3100 -0.2377 0.0101 0.118
H 28.879572 4.929742 -4.615330 -0.1268 0.0484 0.7914 0.094
H 29.104115 6.427298 -5.328032 0.4138 0.1593 -0.0721 0.049
H 27.862793 6.420368 -4.177453 -0.1943 -0.4048 0.5491 0.075
H 30.628007 8.292045 -4.171430 0.2227 -0.4658 -0.0843 0.092
H 29.141581 8.476824 -3.300264 -0.6059 -0.4901 -0.2485 0.069
H 30.508846 8.179839 -2.384969 0.5661 -0.1931 -0.0216 0.074
C 25.250729 6.421449 -6.395298 1.6746 0.2499 -1.4693 -0.290
O 26.262917 6.451901 -7.118039 -2.5249 -0.0374 1.7055 -0.023
N 24.012792 6.056829 -6.800951 -0.4455 -0.0250 -0.9455 -0.195
C 23.016285 5.602289 -5.824312 1.2975 -0.3788 -0.3734 -0.051
C 23.736066 5.762108 -8.193604 0.0012 -1.4597 -0.1702 -0.054
H 25.168229 6.743509 -5.345693 0.8237 -0.0531 0.1660 0.130
H 23.247800 6.149562 -4.910541 -0.8414 0.1332 0.0710 0.081
H 23.187976 4.550469 -5.595587 0.1074 -0.2633 0.0509 0.085
H 22.005216 5.615396 -6.231355 0.0305 0.7968 0.2527 0.084
H 22.881791 6.335328 -8.553794 0.0813 0.0176 -0.0725 0.087
H 24.559049 5.741028 -8.907992 0.3215 1.2282 0.6625 0.054
H 23.538190 4.693953 -8.282927 -0.8613 -0.2938 0.2128 0.090
C 25.894708 8.713624 -10.168570 2.0271 0.1335 2.6410 -0.338
O 26.844918 8.720703 -9.388213 -0.5486 0.1895 -0.9091 -0.018
N 25.581081 7.668648 -10.937893 -1.8295 0.3846 -0.7040 -0.163
C 24.207245 7.647840 -11.454308 -0.0234 -1.4610 -1.2996 -0.075
C 26.280171 6.396889 -10.894017 0.5501 -0.7008 0.2110 -0.037
H 25.238257 9.597145 -10.142708 -0.3464 -0.2802 -0.6904 0.134
H 23.531906 6.897926 -11.042406 0.3880 -0.3596 0.8856 0.065
H 24.300531 7.266439 -12.471130 -0.2523 0.4698 -0.4322 0.078
H 23.570257 8.532175 -11.437041 0.9722 0.5433 0.0820 0.085
H 27.365967 6.382984 -10.988558 0.0775 1.0976 0.2270 0.103
H 26.107134 5.889950 -9.944717 -0.0780 -0.1178 -0.0450 0.068
H 26.016036 5.754109 -11.733757 -0.7132 0.1609 0.0400 0.088
C 28.759865 9.733111 -5.652399 -0.7857 -2.9758 -1.5649 -0.295
O 28.059070 8.762234 -6.041705 1.2142 2.6413 1.3044 -0.090
N 28.280791 10.754719 -4.955312 -3.9079 -0.6152 0.9489 -0.187
C 29.081897 11.677255 -4.312403 2.7266 1.5608 -0.0066 -0.110
C 26.868160 10.759161 -4.487619 -0.1707 -0.2223 -0.9190 -0.026
H 29.839873 9.811125 -5.851680 -0.1021 -0.2813 -0.3487 0.138
H 30.008605 11.684793 -4.886215 0.2944 0.3356 0.0468 0.097
H 29.414939 11.459597 -3.297599 -0.4667 -0.3773 0.3737 0.089
H 28.713874 12.703206 -4.321090 -0.3615 -0.0733 -0.1286 0.092
H 26.335130 11.613968 -4.903896 0.3678 0.6352 0.4411 0.083
H 26.230733 9.973689 -4.893602 0.8400 -0.6072 -0.0461 0.076
H 26.800728 10.708183 -3.400912 0.1430 0.2409 0.0100 0.086
```
Forces are in eV/Å.

The following is a quantum chemistry calculation of a structure of composition C12H28AlBNO6S in a non-equilibrium geometry, from OMol25.

Output
molar mass: 352.218 g mol⁻¹
HOMO level: -0.1618 Eh
lowest unoccupied orbital energy: 2.747 eV
net charge: -1
orbital gap: 7.151 eV

Structure (XYZ):
```
50
Properties=species:S:1:pos:R:3:forces:R:3:lowdin_charge:R:1
C -4.808624 -1.541384 -0.779356 -0.2708 0.2204 0.6486 -0.168
C -5.477190 -0.869941 0.441709 0.6931 -0.5916 -0.4459 -0.552
S -4.431789 -0.861076 1.922652 -0.2644 0.1926 0.3335 0.729
C -3.584198 0.746187 1.873661 0.2061 -0.1089 -0.8030 -0.563
Al -2.254635 1.114181 0.396482 -0.0121 -0.2537 0.5581 0.265
C -1.515019 -0.515948 -0.534655 0.5102 0.0774 -0.1556 -0.114
B 0.000973 -0.365193 -0.785907 -0.3263 0.0814 0.0843 -0.847
O 0.538769 0.563282 -1.640120 0.0874 0.9235 -0.0489 0.121
O 0.956482 -1.174093 -0.190623 -0.1095 -0.8945 -0.0577 0.109
O -3.003748 2.228178 -0.894074 0.2515 -0.2411 -0.0414 -0.193
N -3.884079 1.631814 -1.688681 0.0437 -0.0251 0.4046 -0.186
O -3.648257 1.771607 -2.846088 -0.0827 0.1715 -0.4800 -0.025
H -4.438215 -0.781247 -1.450419 0.1790 -0.0461 -0.3172 0.030
H -5.504739 -2.202840 -1.281777 -0.2553 0.0249 -0.3321 0.055
H -3.997070 -2.157074 -0.421805 0.3599 -0.1255 -0.0774 0.040
H -5.787740 0.132284 0.186929 -0.1412 0.3533 0.1079 0.059
H -6.345733 -1.456168 0.699451 -0.3915 -0.0209 0.2995 0.039
H -3.026948 0.788577 2.801802 0.2554 -0.1155 0.2980 -0.014
H -4.304820 1.554800 1.934611 -0.4055 0.1333 0.0838 0.001
H -1.007304 1.919507 1.030139 -0.0589 0.2529 -0.1747 -0.018
H -1.967080 -0.632796 -1.517534 -0.3779 0.0173 -0.1615 0.050
H -1.674387 -1.433794 0.025234 -0.4228 -0.1310 0.2479 0.038
H -0.055514 1.322707 -1.740627 0.1190 -0.3707 -0.1625 0.099
H 0.495528 -1.986785 0.077808 0.3936 0.4802 0.1471 0.094
C 1.674547 -0.718655 4.866162 0.0212 -0.0843 -0.0228 -0.179
C 2.293228 0.129010 3.758374 0.0075 0.0823 0.0731 -0.169
C 1.067292 0.509971 2.938890 -0.0682 -0.1097 -0.0146 -0.197
O -0.026504 0.580654 3.865883 0.1178 -0.0174 0.0921 -0.145
C 0.360172 0.011039 5.111504 -0.0282 0.1334 -0.0529 -0.218
H 2.290341 -0.793804 5.762800 -0.0006 0.0141 0.0053 0.104
H 1.480921 -1.729306 4.499152 -0.0086 0.0008 0.0009 0.111
H 2.757383 1.022250 4.185391 0.0018 -0.0078 -0.0009 0.109
H 3.043632 -0.396345 3.169297 -0.0146 -0.0186 -0.0221 0.109
H 0.838841 -0.250882 2.190550 0.0520 0.0297 -0.0662 0.106
H 1.172362 1.466746 2.430585 -0.1111 0.0214 -0.0025 0.111
H 0.487842 0.819389 5.843022 0.0221 -0.0543 0.0576 0.113
H -0.433599 -0.650240 5.463742 -0.0339 0.0176 -0.0105 0.114
C 3.381435 0.468249 -2.982903 0.1542 0.0722 -0.0342 -0.170
C 3.160220 -0.390951 -4.222194 0.0487 -0.0823 0.0023 -0.166
C 4.302836 0.059504 -5.123367 -0.0324 0.0971 0.0130 -0.217
O 5.380142 0.430583 -4.259975 -0.0253 -0.0072 0.0224 -0.154
C 4.900627 0.510785 -2.909753 -0.0059 -0.1260 -0.0268 -0.203
H 2.919994 0.068605 -2.086116 -0.0587 0.0023 0.0195 0.098
H 2.982661 1.470682 -3.147104 -0.0307 -0.0004 0.0290 0.118
H 3.272628 -1.447976 -3.968963 -0.0053 -0.0009 -0.0103 0.114
H 2.181751 -0.253439 -4.678660 -0.0183 0.0219 0.0210 0.113
H 4.016703 0.934878 -5.718115 -0.0432 -0.0334 -0.0266 0.113
H 4.644868 -0.722705 -5.803782 0.0539 0.0112 0.0027 0.110
H 5.294625 -0.347053 -2.352995 -0.0189 0.0212 0.0419 0.114
H 5.280387 1.424228 -2.450239 0.0449 0.0129 -0.0458 0.112
```
Forces are in eV/Å.

> Among the records above, which one has the highest lowest unoccupied orbital energy?

C12H28AlBNO6S

> Number 2 is which compound?

C12H28AlBNO6S

> Which formula does entry 2 have?

C12H28AlBNO6S